C23H21MoN2O5S as an isolated structure in a non-equilibrium geometry. Source: OMol25; level of theory: wB97M-V/def2-TZVPD.

The energy above the lowest of the compared OMol25 structures with the same formula, charge and spin comes out at 110.6 kcal/mol. As for the net charge: +3. Its electronic energy is -1840.07472 a.u.

Last column: natural (NBO) charge in e.
Positions of all 53 atoms, in Å:
Mo 0.3713 0.3221 1.0654  2.067
O -0.2776 -1.2957 0.7489  -0.507
C 0.3753 -2.2692 0.0896  0.384
C -0.2775 -3.1607 -0.7565  -0.251
C 0.4576 -4.0857 -1.4882  -0.078
C 1.8421 -4.1844 -1.3369  -0.159
C 2.4971 -3.3705 -0.4356  -0.100
C 1.7967 -2.3911 0.2949  -0.199
C 2.4037 -1.7262 1.3992  0.262
N 1.8214 -0.7462 2.0214  -0.490
C 2.1925 -0.3788 3.3756  -0.249
C 0.8388 -0.0195 3.9975  -0.237
N 0.2580 0.9288 3.0437  -0.538
C 0.0706 2.1626 3.4703  0.274
C -0.3357 3.2516 2.6700  -0.225
C -0.3939 4.5686 3.1780  -0.066
C -0.7656 5.6173 2.3599  -0.168
C -1.1363 5.3762 1.0349  -0.066
C -1.1325 4.0865 0.5067  -0.219
C -0.6885 3.0322 1.2970  0.370
O -0.5273 1.7827 0.8752  -0.476
H -1.3538 -3.0914 -0.8631  0.268
H -0.0491 -4.7401 -2.1838  0.266
H 2.3968 -4.9176 -1.9055  0.274
H 3.5636 -3.4676 -0.2925  0.260
H 3.3278 -2.1455 1.8002  0.260
H 2.8630 0.4936 3.3760  0.242
H 2.6772 -1.1991 3.9132  0.265
H 0.9368 0.4036 5.0034  0.260
H 0.2147 -0.9263 4.0523  0.242
H 0.2408 2.3729 4.5279  0.250
H -0.1157 4.7447 4.2072  0.256
H -0.7670 6.6273 2.7489  0.275
H -1.4346 6.2078 0.4097  0.273
H -1.4168 3.9100 -0.5208  0.271
C -3.3116 -2.2101 -4.1170  -0.664
C -2.2042 -1.5089 -3.4331  0.095
C -2.4420 -0.7075 -2.3057  -0.201
C -1.4350 0.0584 -1.7441  -0.229
C -0.1569 0.0016 -2.2976  -0.360
C 0.1266 -0.8367 -3.3688  -0.164
C -0.8948 -1.5779 -3.9323  -0.202
S 1.0787 1.1693 -1.8313  2.339
O 0.5331 2.3938 -1.3492  -0.876
O 2.2544 1.0782 -2.5889  -0.781
O 1.4344 0.4616 -0.2901  -0.711
H -4.2717 -2.0116 -3.6499  0.244
H -3.1459 -3.2871 -4.1579  0.255
H -3.3566 -1.8939 -5.1608  0.270
H -3.4458 -0.6451 -1.9123  0.250
H -1.6702 0.7742 -0.9603  0.222
H 1.1235 -0.8511 -3.7805  0.264
H -0.6898 -2.1803 -4.8042  0.256

=====

One molecule with the formula C3H6INOS in a non-equilibrium geometry. Source: OMol25; level of theory: wB97M-V/def2-TZVPD.

The energy above the lowest of the compared OMol25 structures with the same formula, charge and spin comes out at 0.0 kcal/mol. As for the SMILES: CC(=O)N(C)SI. Its electronic energy is -943.78827 a.u.

Last column: natural (NBO) charge in e.
Positions of all 13 atoms, in Å:
C -0.6319 0.6477 1.7040  -0.715
C 0.3803 0.6160 0.5937  0.674
O 1.4939 1.0789 0.6768  -0.590
N -0.0275 0.0456 -0.5821  -0.549
C 0.8840 -0.1046 -1.6939  -0.428
S -1.6005 -0.8516 -0.8257  0.202
I -1.2218 -3.0072 0.1012  0.047
H -1.5196 1.1874 1.3816  0.237
H -0.1858 1.1522 2.5565  0.241
H -0.9179 -0.3590 2.0003  0.235
H 1.3563 -1.0893 -1.6786  0.198
H 0.3386 0.0237 -2.6269  0.207
H 1.6519 0.6603 -1.6070  0.241

=====

C16H14IrN6O2S as an isolated structure. Source: OMol25; level of theory: wB97M-V/def2-TZVPD.

The energy above the lowest of the compared OMol25 structures with the same formula, charge and spin comes out at 0.0 kcal/mol. As for the expectation value of S²: 0.754. As for the multiplicity: 2. Its electronic energy is -1599.61552 a.u.

Last column: Löwdin spin population.
Positions of all 40 atoms, in Å:
Ir -0.6603 -1.3088 -0.1247  0.657
C 0.8506 1.7470 2.8347  0.000
O -0.2058 0.9334 3.3774  0.001
C -0.9427 0.2866 2.4867  0.005
O -0.8450 0.4635 1.2741  0.011
N -1.8194 -0.5432 3.0852  0.003
N -2.5578 -1.4191 2.2943  0.044
H 1.3459 2.1809 3.6961  0.000
H 0.4388 2.5209 2.1915  0.000
H 1.5452 1.1267 2.2708  0.000
H -1.6859 -0.7258 4.0689  0.001
H -3.5340 -1.3839 2.5519  0.001
H -2.1885 -2.3603 2.3673  0.004
C 3.3777 0.3048 -1.0780  0.003
C 3.0885 1.1740 -2.1213  0.001
C 1.7793 1.3327 -2.5350  0.003
C 0.7629 0.6255 -1.8992  0.008
N 1.0658 -0.2132 -0.8890  0.092
C 2.3297 -0.3758 -0.4939  0.010
C -0.6692 0.7006 -2.2422  0.001
C -1.1687 1.5968 -3.1865  -0.001
C -2.5237 1.6338 -3.4606  0.000
C -3.3843 0.7745 -2.7871  0.000
C -2.8889 -0.1168 -1.8465  0.010
C -1.5282 -0.1713 -1.5529  0.015
H 4.3840 0.1478 -0.7178  0.001
H 3.8816 1.7220 -2.6131  0.000
H 1.5438 1.9974 -3.3528  0.001
H 2.5001 -1.0706 0.3171  0.001
H -0.5069 2.2749 -3.7107  0.000
H -2.9084 2.3291 -4.1949  0.000
H -4.4463 0.8004 -2.9980  0.000
H -3.5715 -0.7813 -1.3305  0.004
S -0.9962 -4.0326 -2.0049  0.036
C -0.8407 -2.7681 -1.1264  0.072
N 4.2040 -1.1232 3.0700  0.000
C 3.1799 -1.6521 3.1758  0.001
N 2.0123 -2.2677 3.3376  0.002
C 1.1880 -2.1949 2.3615  0.004
N 0.3942 -2.1646 1.5049  0.008

=====

C18H44B3N5O10 as an isolated structure in a non-equilibrium geometry. Source: OMol25; level of theory: wB97M-V/def2-TZVPD.

Its electronic energy is -1813.35701 a.u.

Last column: Löwdin charge in e.
Positions of all 80 atoms, in Å:
C 9.2538 0.8629 1.8207  -0.060
C 7.9308 0.9424 1.0853  -0.282
O 7.3918 2.2305 1.2838  -0.136
C 6.4156 2.6168 0.3072  -0.053
B 5.0074 2.1423 0.8355  -0.481
O 4.5039 2.5509 2.0610  0.281
B 4.1739 1.4831 2.8673  -0.313
O 3.8033 0.2640 2.3286  0.262
B 4.2185 0.0492 1.0248  -0.795
O 4.6080 -1.1615 0.5685  0.243
O 4.2549 1.1724 0.1837  0.293
H 9.5869 -0.1652 1.9213  0.078
H 9.1153 1.2971 2.8085  0.081
H 9.9932 1.4612 1.2954  0.078
H 7.2596 0.1647 1.4786  0.122
H 8.0762 0.7399 0.0197  0.123
H 6.4686 3.7008 0.2236  0.128
H 6.6380 2.1700 -0.6628  0.120
H 4.2097 1.6025 4.0479  0.121
H 5.2748 -1.0682 -0.1103  0.125
C -1.1979 1.2988 -1.3054  -0.022
C 0.3049 1.4018 -1.3607  -0.551
O 0.8942 1.9587 -2.2772  0.016
N 1.0066 0.8416 -0.3384  0.027
C 0.4887 0.1445 0.8240  -0.060
H -1.6126 1.7888 -2.1800  0.089
H -1.5110 0.2540 -1.3070  0.086
H -1.5956 1.7821 -0.4187  0.061
H 2.0061 0.9439 -0.4308  0.114
H 0.8046 0.6568 1.7351  0.085
H 0.8752 -0.8778 0.8462  0.085
H -0.5949 0.1093 0.7984  0.076
C -4.5492 4.2104 -0.0243  -0.005
C -4.7816 2.7252 0.1211  -0.542
O -3.9262 1.9039 -0.1846  0.013
N -5.9822 2.3251 0.5997  0.014
C -7.1206 3.1281 1.0108  -0.069
H -3.5501 4.3637 -0.4201  0.081
H -5.2725 4.6496 -0.7116  0.086
H -4.6291 4.7118 0.9405  0.084
H -6.0719 1.3240 0.6706  0.126
H -7.3562 2.9219 2.0555  0.086
H -7.9893 2.8660 0.4070  0.071
H -6.9171 4.1882 0.9041  0.072
C 3.6435 -2.7874 3.2731  -0.008
C 3.4228 -4.2780 3.3821  -0.545
O 4.2833 -5.0866 3.0812  0.035
N 2.2074 -4.6956 3.8351  0.003
C 1.0736 -3.8864 4.2349  -0.081
H 4.6457 -2.6174 2.8967  0.082
H 2.9319 -2.3384 2.5817  0.075
H 3.5445 -2.3069 4.2471  0.093
H 2.1200 -5.6979 3.8855  0.137
H 0.8121 -4.0821 5.2765  0.081
H 0.2042 -4.1133 3.6147  0.081
H 1.3053 -2.8320 4.1306  0.068
C -10.0788 -1.6993 -0.0863  -0.011
C -9.0813 -0.5841 -0.2945  -0.549
O -9.3344 0.5717 0.0066  0.026
N -7.8808 -0.9134 -0.8408  0.008
C -7.4078 -2.2214 -1.2550  -0.072
H -10.9766 -1.2747 0.3504  0.082
H -10.3359 -2.1721 -1.0345  0.085
H -9.6801 -2.4562 0.5897  0.084
H -7.2653 -0.1258 -0.9720  0.128
H -6.5039 -2.4900 -0.7066  0.084
H -7.1754 -2.2212 -2.3206  0.086
H -8.1637 -2.9755 -1.0661  0.070
C 0.1306 -0.9665 -4.0624  -0.010
C 0.1958 -1.2201 -5.5486  -0.552
O -0.7399 -1.6904 -6.1738  0.027
N 1.3589 -0.8956 -6.1761  0.004
C 2.5558 -0.3167 -5.5968  -0.076
H -0.8507 -1.2654 -3.7064  0.081
H 0.8888 -1.5498 -3.5375  0.088
H 0.2812 0.0918 -3.8423  0.066
H 1.3507 -1.0893 -7.1646  0.136
H 2.7798 0.6428 -6.0655  0.083
H 3.4101 -0.9807 -5.7449  0.080
H 2.4221 -0.1522 -4.5331  0.069

=====

> Which of these has the lowest electronic energy?

C23H21MoN2O5S

=====

Please write out number 1 again, unchanged.
C23H21MoN2O5S as an isolated structure in a non-equilibrium geometry. Source: OMol25; level of theory: wB97M-V/def2-TZVPD.

The energy above the lowest of the compared OMol25 structures with the same formula, charge and spin comes out at 110.6 kcal/mol. As for the net charge: +3. Its electronic energy is -1840.07472 a.u.

Last column: natural (NBO) charge in e.
Positions of all 53 atoms, in Å:
Mo 0.3713 0.3221 1.0654  2.067
O -0.2776 -1.2957 0.7489  -0.507
C 0.3753 -2.2692 0.0896  0.384
C -0.2775 -3.1607 -0.7565  -0.251
C 0.4576 -4.0857 -1.4882  -0.078
C 1.8421 -4.1844 -1.3369  -0.159
C 2.4971 -3.3705 -0.4356  -0.100
C 1.7967 -2.3911 0.2949  -0.199
C 2.4037 -1.7262 1.3992  0.262
N 1.8214 -0.7462 2.0214  -0.490
C 2.1925 -0.3788 3.3756  -0.249
C 0.8388 -0.0195 3.9975  -0.237
N 0.2580 0.9288 3.0437  -0.538
C 0.0706 2.1626 3.4703  0.274
C -0.3357 3.2516 2.6700  -0.225
C -0.3939 4.5686 3.1780  -0.066
C -0.7656 5.6173 2.3599  -0.168
C -1.1363 5.3762 1.0349  -0.066
C -1.1325 4.0865 0.5067  -0.219
C -0.6885 3.0322 1.2970  0.370
O -0.5273 1.7827 0.8752  -0.476
H -1.3538 -3.0914 -0.8631  0.268
H -0.0491 -4.7401 -2.1838  0.266
H 2.3968 -4.9176 -1.9055  0.274
H 3.5636 -3.4676 -0.2925  0.260
H 3.3278 -2.1455 1.8002  0.260
H 2.8630 0.4936 3.3760  0.242
H 2.6772 -1.1991 3.9132  0.265
H 0.9368 0.4036 5.0034  0.260
H 0.2147 -0.9263 4.0523  0.242
H 0.2408 2.3729 4.5279  0.250
H -0.1157 4.7447 4.2072  0.256
H -0.7670 6.6273 2.7489  0.275
H -1.4346 6.2078 0.4097  0.273
H -1.4168 3.9100 -0.5208  0.271
C -3.3116 -2.2101 -4.1170  -0.664
C -2.2042 -1.5089 -3.4331  0.095
C -2.4420 -0.7075 -2.3057  -0.201
C -1.4350 0.0584 -1.7441  -0.229
C -0.1569 0.0016 -2.2976  -0.360
C 0.1266 -0.8367 -3.3688  -0.164
C -0.8948 -1.5779 -3.9323  -0.202
S 1.0787 1.1693 -1.8313  2.339
O 0.5331 2.3938 -1.3492  -0.876
O 2.2544 1.0782 -2.5889  -0.781
O 1.4344 0.4616 -0.2901  -0.711
H -4.2717 -2.0116 -3.6499  0.244
H -3.1459 -3.2871 -4.1579  0.255
H -3.3566 -1.8939 -5.1608  0.270
H -3.4458 -0.6451 -1.9123  0.250
H -1.6702 0.7742 -0.9603  0.222
H 1.1235 -0.8511 -3.7805  0.264
H -0.6898 -2.1803 -4.8042  0.256

=====

> electronic energy of number 4 (C18H44B3N5O10)?

-1813.35701 a.u.